{
  "formula": "C18H16N2O5Sr",
  "method": "ωB97M-V/def2-TZVPD",
  "species": ["Sr", "O", "C", "O", "C", "C", "C", "C", "C", "O", "C", "C", "O", "O", "H", "H", "H", "H", "H", "H", "H", "H", "C", "C", "C", "C", "N", "C", "C", "C", "C", "C", "C", "N", "H", "H", "H", "H", "H", "H", "H", "H"],
  "xyz": [[-0.038, 0.022, -0.003], [0.935, 2.943, -2.711], [1.092, 1.883, -2.131], [0.276, 0.875, -2.141], [2.427, 1.698, -1.365], [2.960, 0.255, -1.338], [4.475, 0.270, -1.110], [4.556, 0.644, 0.396], [3.073, 0.777, 0.758], [2.476, -0.264, -0.067], [2.510, 2.078, 0.161], [1.256, 2.633, 0.884], [1.133, 3.844, 0.918], [0.469, 1.767, 1.444], [3.120, 2.340, -1.904], [2.606, -0.382, -2.143], [4.903, -0.715, -1.295], [4.970, 0.988, -1.760], [5.026, -0.150, 0.975], [5.097, 1.570, 0.581], [2.820, 0.599, 1.799], [3.238, 2.879, 0.264], [-4.852, 0.595, 0.109], [-5.440, -0.612, 0.439], [-4.635, -1.715, 0.671], [-3.256, -1.589, 0.567], [-2.692, -0.418, 0.247], [-3.471, 0.640, 0.025], [-2.330, -2.740, 0.804], [-2.796, -4.005, 1.143], [-1.892, -5.032, 1.350], [-0.538, -4.779, 1.215], [-0.154, -3.493, 0.876], [-1.018, -2.501, 0.675], [-5.439, 1.482, -0.080], [-6.515, -0.699, 0.518], [-5.091, -2.659, 0.929], [-2.960, 1.562, -0.231], [-3.852, -4.201, 1.247], [-2.244, -6.021, 1.614], [0.203, -5.551, 1.367], [0.896, -3.247, 0.759]],
  "gap_ha": 0.2592,
  "relative_energy_ev": 0.0000
}